No. 1
Density functional theory data (ωB97M-V/def2-TZVPD) for 2 unconnected molecules or ions with the total composition C3H4P2 at a distorted geometry.

```
9
Properties=species:S:1:pos:R:3:lowdin_charge:R:1
C 0.29719 0.25424 0.97260 -0.14
C 0.27234 -0.46765 -0.11179 -0.04
C -0.56188 0.90951 -1.64133 -0.96
P -1.16608 2.39115 -0.78445 0.53
P 0.49773 2.26875 -2.00861 0.56
H 0.62608 -0.33015 1.84797 0.07
H 0.00300 1.23685 0.91521 -0.08
H 0.38671 -1.40638 -0.60658 0.04
H -1.11686 0.24302 -2.38915 0.03
```

Summary:
Calculated total energy (Eh): -799.2349
Gap between HOMO and LUMO (Ha): 0.2518
Total charge: 0
Relative energy (zero: lowest compared OMol25 entry of this formula, charge and spin) (kJ/mol): 283.30
Maximum force (Eh/bohr): 0.09993
HOMO (Ha): -0.2863


No. 2
Density functional theory data (ωB97M-V/def2-TZVPD) for a molecular structure, C3H4P2 at a distorted geometry.

```
9
Properties=species:S:1:pos:R:3:lowdin_charge:R:1
C -0.45190 0.71804 0.52129 -0.50
C 0.50907 0.71226 -0.57675 -0.57
C -0.07820 -0.61031 -0.25277 -0.74
P -1.82939 -0.41730 -0.05130 0.89
P 1.72834 -0.36598 0.18284 0.94
H -0.26015 0.88366 1.54060 0.04
H 0.39781 1.29658 -1.59460 0.13
H -2.09306 -1.32427 1.19851 -0.05
H 2.07750 -0.89268 -0.96780 -0.14
```

Summary:
Calculated total energy (Eh): -799.2309
Gap between HOMO and LUMO (Ha): 0.3347
Total charge: 0
Relative energy (zero: lowest compared OMol25 entry of this formula, charge and spin) (kJ/mol): 293.75
Maximum force (Eh/bohr): 0.07245
HOMO (Ha): -0.3127


No. 3
Density functional theory data (ωB97M-V/def2-TZVPD) for a single C3H4S2 molecule at a distorted geometry.

```
9
Properties=species:S:1:pos:R:3:lowdin_charge:R:1
C 1.12516 -0.46494 -0.61381 -0.63
C -1.00279 0.20274 0.54254 -0.71
C 0.28296 0.48582 -0.07333 -0.20
S 2.72458 -0.29125 -1.15051 0.68
S -1.44391 -1.40698 1.25522 0.51
H 0.67635 -1.41081 -0.81835 0.03
H -0.99960 1.08439 1.35435 0.16
H -1.75471 0.31826 -0.20449 0.07
H 0.39196 1.48278 -0.29161 0.08
```

Summary:
Calculated total energy (Eh): -912.9131
Gap between HOMO and LUMO (alpha / beta) (Ha): 0.1664 / 0.1699
Total charge: 0
Relative energy (zero: lowest compared OMol25 entry of this formula, charge and spin) (kJ/mol): 387.08
Maximum force (Eh/bohr): 0.06479
HOMO (alpha / beta) (Ha): -0.2968 / -0.2998


No. 4
Density functional theory data (ωB97M-V/def2-TZVPD) for a single C3H4S2 molecule at a distorted geometry.

```
9
Properties=species:S:1:pos:R:3:lowdin_charge:R:1
C -1.06113 -0.02782 0.88415 -0.41
S -1.58624 1.39420 -0.15397 0.87
C -0.14078 0.40515 -0.17221 -0.98
C 0.92756 -0.31986 -0.82722 -0.48
S 1.77717 0.92821 0.28570 0.64
H -1.46188 -0.98968 0.54535 0.08
H -0.68103 0.04521 1.90486 0.09
H 0.88424 -1.39360 -0.56777 0.09
H 1.34210 -0.04182 -1.89890 0.11
```

Summary:
Calculated total energy (Eh): -912.9922
Gap between HOMO and LUMO (Ha): 0.3352
Total charge: 0
Relative energy (zero: lowest compared OMol25 entry of this formula, charge and spin) (kJ/mol): 179.35
Structure (SMILES): C1SC12CS2
Maximum force (Eh/bohr): 0.05425
HOMO (Ha): -0.3187


No. 5
Density functional theory data (ωB97M-V/def2-TZVPD) for a molecular structure, C3H4S2 at a distorted geometry.

```
9
Properties=species:S:1:pos:R:3:lowdin_charge:R:1
C 1.69078 0.74229 -0.19427 0.11
C 0.59439 0.61770 0.30464 -0.32
C -0.70720 0.08834 0.41752 -1.05
S -0.76576 -1.70976 -0.06717 0.67
S -2.12470 1.03358 -0.32803 0.65
H 2.78982 1.03762 -0.20076 0.08
H -1.16403 0.27443 1.73915 0.18
H -1.79357 -2.16425 0.61430 -0.17
H -1.77930 1.07084 -1.60348 -0.16
```

Summary:
Calculated total energy (Eh): -912.9444
Gap between HOMO and LUMO (Ha): 0.3492
Total charge: 0
Relative energy (zero: lowest compared OMol25 entry of this formula, charge and spin) (kJ/mol): 304.72
Maximum force (Eh/bohr): 0.11380
HOMO (Ha): -0.3316


No. 6
Density functional theory data (ωB97M-V/def2-TZVPD) for a single C3H4S2 molecule at a distorted geometry.

```
9
Properties=species:S:1:pos:R:3:lowdin_charge:R:1
C -2.36749 -0.67498 -0.05299 0.05
C -1.07723 -1.06136 0.05601 -0.26
C 0.11525 -0.20458 -0.03007 -1.15
S 1.67359 -0.78010 0.00361 0.62
S 0.05884 1.59163 -0.02461 0.72
H -3.11067 -1.44428 -0.02685 0.06
H -2.72183 0.34485 -0.02704 0.05
H -0.77735 -2.08877 0.06944 0.08
H -1.13232 1.84910 0.48274 -0.16
```

Summary:
Calculated total energy (Eh): -913.0334
Gap between HOMO and LUMO (Ha): 0.2867
Total charge: 0
Relative energy (zero: lowest compared OMol25 entry of this formula, charge and spin) (kJ/mol): 71.19
Structure (SMILES): C=CC(=S)S
Maximum force (Eh/bohr): 0.03516
HOMO (Ha): -0.3254


No. 7
Density functional theory data (ωB97M-V/def2-TZVPD) for 2 unconnected molecules or ions with the total composition C3H4Si at a distorted geometry.

```
8
Properties=species:S:1:pos:R:3:lowdin_charge:R:1
C 0.71777 0.04982 0.54836 -0.18
C -0.15197 -0.53213 -0.52800 -0.65
C 0.82595 0.65975 -0.61068 -0.06
Si -2.08901 -0.31274 -0.45751 0.74
H 0.98670 -0.20441 1.58529 0.09
H 0.07467 -1.53520 -0.88467 0.03
H 1.09590 1.29141 -1.42683 0.08
H -1.46002 0.58351 1.77404 -0.06
```

Summary:
Calculated total energy (Eh): -405.9302
Gap between HOMO and LUMO (alpha / beta) (Ha): 0.2437 / 0.2438
Total charge: 0
Relative energy (zero: lowest compared OMol25 entry of this formula, charge and spin) (kJ/mol): 371.08
Maximum force (Eh/bohr): 0.06278
HOMO (alpha / beta) (Ha): -0.2851 / -0.2851


No. 8
Density functional theory data (ωB97M-V/def2-TZVPD) for a molecular structure, C3H50NO26S2.

```
82
Properties=species:S:1:pos:R:3:lowdin_charge:R:1
C 3.84598 0.41316 0.18933 -0.10
C 2.35179 0.13129 0.36842 -0.22
C 1.59611 1.44544 0.18973 -0.19
O 0.32827 1.58770 0.88698 -0.27
S -0.77086 0.45751 0.75103 0.50
O -0.57654 -0.14502 -0.55030 -0.30
O -0.61586 -0.41561 1.89093 -0.28
N -2.04145 1.35722 0.85657 -0.31
S -3.32660 0.97100 0.03551 0.59
O -4.42742 1.76092 0.56865 -0.36
O -3.19595 1.03927 -1.40566 -0.36
H 4.01300 1.01264 -0.71074 0.06
H 4.21528 1.01201 1.03071 0.08
H 4.43483 -0.50524 0.11958 0.07
H 2.02323 -0.56186 -0.41173 0.11
H 2.13648 -0.31563 1.34386 0.12
H 2.19898 2.24871 0.62624 0.09
H 1.43629 1.65196 -0.87413 0.13
H -3.56548 -0.31559 0.34831 0.07
O -1.51314 2.45429 -3.43274 -0.06
H -0.74240 1.88679 -3.54581 0.02
H -2.07225 1.98154 -2.79938 -0.01
O -0.58505 -1.14667 -3.14603 -0.06
H -0.73435 -0.91396 -2.21251 0.02
H -1.36467 -0.80186 -3.59567 0.07
O 3.55124 3.95106 1.47668 -0.07
H 4.27252 4.54059 1.71140 0.03
H 2.84171 4.15404 2.10853 0.00
O 5.69096 0.74554 -2.72281 -0.05
H 6.49892 0.99980 -3.18023 0.05
H 5.04042 1.40410 -2.98487 0.05
O 6.70109 -1.83842 -1.60104 -0.07
H 7.64468 -1.67764 -1.48863 0.01
H 6.34718 -0.98159 -1.87983 -0.01
O 1.19801 3.59854 3.00287 -0.05
H 0.43468 3.77754 3.56011 0.06
H 0.83693 3.09531 2.25988 0.02
O -4.19797 3.43639 -2.33119 -0.06
H -3.24633 3.35728 -2.46255 0.01
H -4.32966 2.88291 -1.54474 0.01
O -5.26830 4.80573 1.21374 -0.07
H -5.96656 4.82936 0.54149 0.01
H -4.88834 3.91657 1.16853 0.00
O -6.48890 2.17393 2.65318 -0.06
H -5.69643 2.11426 2.09841 0.00
H -6.87256 3.02417 2.41344 0.04
O 1.25333 0.19867 -5.10706 -0.07
H 2.13074 0.02602 -4.74851 0.02
H 0.66800 -0.31863 -4.53533 -0.01
O -0.88043 -3.25494 2.43104 -0.07
H -0.12447 -3.40213 3.01077 0.01
H -0.83133 -2.29625 2.26420 -0.01
O 0.88942 -3.57060 -2.49938 -0.07
H 1.80779 -3.45807 -2.76698 0.01
H 0.46234 -2.74210 -2.75827 -0.02
O -7.40912 -0.46769 3.32118 -0.08
H -6.73601 -0.74484 3.95031 0.03
H -7.22893 0.48106 3.19652 -0.01
O 4.50843 -2.16143 -3.56258 -0.06
H 4.93595 -2.82598 -4.11616 0.00
H 4.82463 -2.34860 -2.67082 0.01
O -3.61081 -1.80999 2.15983 -0.06
H -2.75450 -2.24951 2.06828 0.00
H -4.13695 -2.40055 2.70410 0.04
O -6.75719 4.87772 -1.58262 -0.07
H -5.90424 4.75678 -2.04282 0.02
H -7.04490 5.76017 -1.83174 0.03
O 5.46525 -3.81208 -6.12544 -0.04
H 4.86608 -4.12928 -6.80822 0.04
H 6.16053 -4.47507 -6.07275 0.04
O 0.53943 -4.82998 4.42795 -0.05
H 0.11101 -5.44398 3.81844 0.05
H 0.69150 -5.34752 5.22588 0.05
O -9.29538 1.53473 5.03069 -0.07
H -10.02533 1.48562 4.40618 0.03
H -8.85665 0.67918 4.93499 0.01
O 8.95018 -1.64937 0.42752 -0.05
H 8.55110 -2.34167 0.96344 0.04
H 9.72512 -1.35789 0.91641 0.04
O 2.39606 -7.26397 3.95578 -0.07
H 3.34191 -7.33122 3.79569 0.03
H 2.16593 -6.36608 3.68596 0.01
```

Summary:
Calculated total energy (Eh): -2951.7675
Gap between HOMO and LUMO (Ha): 0.3310
Total charge: -1
Maximum force (Eh/bohr): 0.01352
HOMO (Ha): -0.2691


No. 9
Density functional theory data (ωB97M-V/def2-TZVPD) for a molecular structure, C3H5AuO3 at a distorted geometry.

```
12
Properties=species:S:1:pos:R:3:lowdin_charge:R:1
H -1.42100 -1.08572 -1.12960 0.30
O -0.01284 0.70852 -1.23825 0.02
C -0.59284 -0.35667 -0.53570 -0.40
C 0.73510 1.50816 -0.33124 -0.11
O -1.85650 -0.11328 -0.06078 -0.14
O 0.24215 -0.49641 0.67434 -0.26
C 1.29574 0.46825 0.62255 -0.11
H 0.08443 2.22883 0.19139 0.15
H 1.50408 2.05176 -0.89074 0.16
H 1.48996 0.85012 1.63117 0.15
H 2.20367 -0.00466 0.22295 0.16
Au -1.38627 -0.25106 1.73780 1.09
```

Summary:
Calculated total energy (Eh): -478.1030
Gap between HOMO and LUMO (alpha / beta) (Ha): 0.3317 / 0.2868
Total charge: +1
Relative energy (zero: lowest compared OMol25 entry of this formula, charge and spin) (kJ/mol): 177.57
Maximum force (Eh/bohr): 0.17624
HOMO (alpha / beta) (Ha): -0.4653 / -0.6064
2S+1: 4


No. 10
Density functional theory data (ωB97M-V/def2-TZVPD) for a single C3H5BNO4PS molecule at a distorted geometry.

```
16
Properties=species:S:1:pos:R:3:lowdin_charge:R:1
O -1.18517 2.47905 -1.30357 -0.01
C -1.42181 1.77726 -0.19061 -0.28
O -1.62704 2.39289 1.14669 -0.01
C -1.44465 0.12743 -0.25675 -0.07
B 0.02638 -0.42964 0.29981 -0.53
N 0.17771 -0.78905 1.79773 0.08
C 0.28778 -2.16823 1.83169 -0.59
S 0.85992 -3.76610 2.18573 0.59
P 1.58270 -0.70691 -0.78647 0.94
O 2.82213 0.48152 -0.48419 -0.33
O 1.20440 -0.87533 -2.47797 -0.34
H -0.95164 3.13024 1.21974 0.13
H -1.66139 -0.26674 -1.33702 0.12
H -2.25273 -0.31591 0.49894 0.13
H 2.81461 0.69402 0.51032 0.09
H 0.76882 -1.76450 -2.65406 0.08
```

Summary:
Calculated total energy (Eh): -1237.3066
Gap between HOMO and LUMO (Ha): 0.2571
Total charge: 0
Structure (SMILES): O=C(O)CB(N=C=S)P(O)O
Maximum force (Eh/bohr): 0.17258
HOMO (Ha): -0.3060


No. 11
Density functional theory data (ωB97M-V/def2-TZVPD) for a single C3H5Br2ClO molecule at a distorted geometry.

```
12
Properties=species:S:1:pos:R:3:lowdin_charge:R:1
O 0.72391 1.50336 0.35501 -0.02
C 0.36176 0.23660 0.41905 -0.50
C 1.21061 -0.71895 -0.42107 -0.63
Br 2.94183 -0.85404 0.32095 0.70
C -1.40887 0.09160 -0.24781 -1.07
Cl -2.33742 1.30418 0.63803 0.55
Br -2.05284 -1.68555 0.03068 0.67
H 0.03849 2.15694 0.53937 0.08
H 0.08923 -0.28642 1.35512 0.12
H 0.60660 -1.63321 -0.26773 0.02
H 1.40160 -0.60175 -1.44537 0.04
H -1.57489 0.48724 -1.27621 0.04
```

Summary:
Calculated total energy (Eh): -5800.7164
Gap between HOMO and LUMO (Ha): 0.3827
Total charge: 0
Relative energy (zero: lowest compared OMol25 entry of this formula, charge and spin) (kJ/mol): 66.02
Structure (SMILES): O[C@H](CBr)[C@H](Cl)Br
Maximum force (Eh/bohr): 0.09937
HOMO (Ha): -0.3607


No. 12
Density functional theory data (ωB97M-V/def2-TZVPD) for a single C3H5BrF2 molecule at a distorted geometry.

```
11
Properties=species:S:1:pos:R:3:lowdin_charge:R:1
F 0.79609 0.38747 -2.01392 -0.03
C -0.40979 0.10257 -1.53517 -0.20
C -0.28490 -0.38242 0.07140 -0.15
C 0.62331 0.13879 1.42038 -0.77
F 0.89652 -0.92310 2.24266 -0.05
Br -0.38141 1.64114 1.96951 0.73
H -0.87405 -0.65765 -2.10840 0.09
H -1.04765 1.06671 -1.65287 0.13
H -1.23358 -0.53237 0.51539 0.05
H 0.25818 -1.34866 0.02257 0.09
H 1.65727 0.50753 1.06845 0.11
```

Summary:
Calculated total energy (Eh): -2890.9823
Gap between HOMO and LUMO (Ha): 0.4035
Total charge: 0
Relative energy (zero: lowest compared OMol25 entry of this formula, charge and spin) (kJ/mol): 167.01
Structure (SMILES): FCC[C@H](F)Br
Maximum force (Eh/bohr): 0.09866
HOMO (Ha): -0.3730